Record 1
83
Properties=species:S:1:pos:R:3 method="wB97M-V/def2-TZVPD" s2=0.755 spin_multiplicity=2 total_energy_ha=-3015.96131 e_above_lowest_kcal_mol=0.0
Re 0.481 0.134 -0.366
N 4.144 2.736 -0.026
C 3.078 1.901 0.143
S 2.677 0.850 -1.168
N 2.411 1.991 1.249
N 1.384 1.044 1.338
C 1.138 0.703 2.558
C 0.142 -0.246 2.995
C 0.137 -0.676 4.331
C -0.803 -1.576 4.777
C -1.779 -2.047 3.892
C -1.812 -1.621 2.583
C -0.841 -0.730 2.129
O -0.894 -0.268 0.877
H 4.767 2.543 -0.790
H 4.552 3.121 0.809
H 1.755 1.180 3.313
H 0.898 -0.295 5.002
H -0.790 -1.915 5.804
H -2.520 -2.758 4.236
H -2.545 -1.991 1.880
C 3.958 -6.317 3.994
C 3.230 -5.470 2.986
C 3.617 -5.474 1.648
C 2.937 -4.724 0.702
C 1.851 -3.964 1.106
C 1.446 -3.937 2.433
C 2.141 -4.691 3.364
S 0.936 -2.982 -0.030
O 1.442 -1.580 0.366
O -0.480 -3.066 0.292
N 1.374 -3.429 -1.416
C 0.570 -2.979 -2.542
C 0.952 -1.546 -2.882
O 1.712 -1.198 -3.738
O 0.323 -0.612 -2.103
H 5.031 -6.326 3.800
H 3.610 -7.351 3.955
H 3.797 -5.952 5.008
H 4.466 -6.075 1.342
H 3.223 -4.721 -0.340
H 0.589 -3.341 2.724
H 1.829 -4.678 4.402
H -0.506 -3.040 -2.342
H 0.816 -3.601 -3.400
C -0.982 4.137 0.556
C -1.894 3.050 -0.020
C -2.387 2.203 1.160
C -3.138 3.675 -0.665
P -0.941 2.003 -1.270
C -2.293 1.143 -2.179
C -2.835 0.003 -1.581
C -3.865 -0.706 -2.183
C -4.380 -0.291 -3.401
C -3.847 0.834 -4.013
C -2.821 1.542 -3.406
C -0.061 3.168 -2.465
C -0.864 4.349 -3.037
C 0.448 2.298 -3.628
C 1.151 3.799 -1.736
H -1.511 4.624 1.379
H -0.729 4.906 -0.171
H -0.054 3.721 0.956
H -3.044 2.835 1.764
H -1.569 1.871 1.797
H -2.960 1.334 0.842
H -3.601 4.346 0.063
H -3.868 2.909 -0.927
H -2.923 4.253 -1.560
H -2.445 -0.359 -0.640
H -4.254 -1.591 -1.697
H -5.181 -0.844 -3.874
H -4.226 1.164 -4.972
H -2.424 2.396 -3.928
H -1.760 4.084 -3.592
H -0.201 4.878 -3.726
H -1.148 5.059 -2.261
H -0.353 1.798 -4.169
H 1.143 1.533 -3.293
H 0.976 2.948 -4.330
H 0.964 4.847 -1.507
H 2.031 3.749 -2.378
H 1.399 3.305 -0.802


Record 2
142
Properties=species:S:1:pos:R:3 method="wB97M-V/def2-TZVPD" total_energy_ha=-5550.92904 smiles=COCCCCc1cc2ncc(Br)nc2c(OC#N)c1CCCI.CCO.CCO.CCO.CCO.CCO.CCO.CCO.CCO.CCO.CCO.CCO
C 3.856 1.216 3.404
O 4.847 1.866 2.643
C 4.681 1.723 1.238
C 4.416 3.065 0.562
C 3.394 2.932 -0.585
C 1.970 3.244 -0.105
C 0.925 2.175 -0.314
C 1.060 1.211 -1.275
C 0.138 0.164 -1.408
N 0.318 -0.801 -2.358
C -0.547 -1.762 -2.389
C -1.641 -1.806 -1.477
Br -2.796 -3.284 -1.628
N -1.856 -0.923 -0.571
C -0.950 0.091 -0.525
C -1.070 1.108 0.431
O -2.172 0.995 1.324
C -1.921 0.157 2.273
N -1.621 -0.563 3.125
C -0.205 2.151 0.552
C -0.428 3.195 1.609
C -0.445 4.655 1.125
C -1.186 4.948 -0.164
I -3.128 4.085 -0.293
H 3.855 0.138 3.236
H 2.859 1.608 3.178
H 4.064 1.409 4.451
H 3.838 1.053 1.050
H 5.570 1.260 0.818
H 5.341 3.457 0.143
H 4.082 3.784 1.304
H 3.663 3.627 -1.373
H 3.465 1.915 -0.952
H 1.997 3.443 0.965
H 1.616 4.161 -0.572
H 1.898 1.224 -1.950
H -0.420 -2.556 -3.111
H 0.355 3.094 2.363
H -1.364 3.004 2.122
H 0.579 5.007 1.020
H -0.883 5.252 1.923
H -1.364 6.014 -0.243
H -0.622 4.654 -1.043
C -5.995 -7.529 -0.925
C -4.937 -6.455 -0.783
O -4.670 -5.794 -2.022
H -5.688 -8.270 -1.664
H -6.169 -8.031 0.027
H -6.941 -7.097 -1.251
H -3.987 -6.886 -0.467
H -5.242 -5.719 -0.032
H -5.493 -5.391 -2.317
C 0.164 -3.125 5.330
C 1.396 -2.261 5.147
O 1.620 -1.963 3.770
H 0.263 -4.055 4.769
H -0.012 -3.363 6.381
H -0.709 -2.594 4.946
H 2.293 -2.767 5.500
H 1.290 -1.328 5.714
H 0.828 -1.521 3.441
C -1.128 1.926 -6.102
C 0.335 1.758 -5.738
O 0.557 1.870 -4.336
H -1.496 2.892 -5.756
H -1.275 1.861 -7.181
H -1.735 1.149 -5.631
H 0.937 2.540 -6.198
H 0.706 0.791 -6.097
H 0.050 1.174 -3.903
C 1.600 8.571 -1.678
C 1.663 7.637 -0.487
O 2.428 6.462 -0.765
H 1.166 8.059 -2.538
H 0.998 9.452 -1.453
H 2.601 8.908 -1.953
H 0.664 7.291 -0.219
H 2.090 8.155 0.375
H 3.319 6.746 -0.990
C -6.482 -5.304 -5.707
C -5.265 -4.882 -6.509
O -4.522 -3.853 -5.865
H -7.134 -4.448 -5.528
H -7.051 -6.074 -6.230
H -6.179 -5.707 -4.737
H -5.564 -4.473 -7.473
H -4.619 -5.747 -6.696
H -4.236 -4.188 -5.010
C -9.848 -8.289 2.083
C -8.799 -7.195 2.152
O -8.604 -6.553 0.895
H -9.569 -9.035 1.338
H -9.961 -8.784 3.048
H -10.818 -7.877 1.796
H -7.830 -7.611 2.425
H -9.071 -6.453 2.910
H -9.440 -6.158 0.630
C -1.221 1.788 6.153
C -0.391 2.644 5.217
O 0.714 1.922 4.678
H -0.615 1.412 6.977
H -2.065 2.346 6.564
H -1.611 0.925 5.608
H 0.031 3.504 5.735
H -1.019 3.019 4.399
H 0.359 1.153 4.216
C 3.458 11.774 2.607
C 2.758 10.712 1.782
O 3.580 10.214 0.728
H 3.768 12.603 1.972
H 2.802 12.158 3.389
H 4.352 11.365 3.084
H 1.874 11.125 1.297
H 2.434 9.884 2.424
H 4.368 9.832 1.125
C 2.323 -3.062 -1.927
C 2.675 -2.761 -3.369
O 1.595 -2.118 -4.049
H 1.447 -3.706 -1.870
H 3.143 -3.558 -1.405
H 2.092 -2.134 -1.397
H 2.877 -3.678 -3.919
H 3.569 -2.130 -3.427
H 1.411 -1.291 -3.587
C -0.488 -7.537 0.487
C 0.245 -6.239 0.771
O 0.377 -5.429 -0.391
H 0.027 -8.102 -0.290
H -0.556 -8.154 1.384
H -1.502 -7.334 0.134
H 1.261 -6.439 1.108
H -0.267 -5.678 1.560
H -0.492 -5.189 -0.724
C 9.348 -0.793 -0.774
C 8.178 -0.454 0.130
O 7.179 0.310 -0.544
H 9.798 0.117 -1.170
H 10.110 -1.354 -0.232
H 9.019 -1.399 -1.622
H 8.504 0.162 0.966
H 7.733 -1.367 0.538
H 6.854 -0.211 -1.284


Record 3
12
Properties=species:S:1:pos:R:3 method="wB97M-V/def2-TZVPD" s2=2.015 spin_multiplicity=3 total_energy_ha=-683.27586 e_above_lowest_kcal_mol=135.5
C 2.206 -0.219 -0.073
C 1.320 1.979 1.026
C 1.690 0.951 0.515
C -0.600 -1.098 0.156
N 2.769 -1.187 -0.391
O -2.053 0.240 -1.653
S -0.981 0.555 -0.414
H -3.017 0.064 -1.453
H 0.792 2.688 1.435
H -1.691 -1.371 0.341
H -0.248 -0.913 1.123
H -0.186 -1.689 -0.612


Record 4
43
Properties=species:S:1:pos:R:3 method="wB97M-V/def2-TZVPD" total_energy_ha=-903.26767 e_above_lowest_kcal_mol=0.0 smiles="CC(=O)OC(=O)C[C@H]1C[NH+]=C[C@@H]1OC[C@@H](C)C(C)C" total_charge=+1
C 6.738 -1.117 -0.372
C 5.974 0.120 0.004
O 6.190 1.153 -0.436
O 4.904 -0.033 0.944
C 3.803 -0.506 0.250
O 3.613 -1.635 0.105
C 2.861 0.527 -0.340
C 1.430 0.219 0.118
C 1.087 1.125 1.342
N 0.576 2.337 0.730
C 0.097 2.216 -0.427
C 0.332 0.776 -0.850
O -0.768 -0.093 -0.914
C -1.907 0.286 -0.107
C -2.744 -0.987 0.125
C -2.550 -1.434 1.588
C -4.218 -0.817 -0.244
C -4.833 0.534 0.167
C -4.503 -1.131 -1.717
H 7.376 -0.847 -1.202
H 7.289 -1.534 0.463
H 6.048 -1.864 -0.758
H 3.149 1.512 0.019
H 2.906 0.492 -1.425
H 1.145 -0.818 0.224
H 1.870 1.260 2.081
H 0.349 0.526 1.884
H 0.617 3.198 1.270
H -0.326 3.047 -0.970
H 0.742 0.797 -1.867
H -1.620 0.650 0.882
H -2.460 1.055 -0.653
H -2.308 -1.768 -0.499
H -1.515 -1.778 1.663
H -2.613 -0.584 2.268
H -3.237 -2.221 1.874
H -4.762 -1.583 0.312
H -4.289 1.052 0.956
H -5.885 0.422 0.406
H -4.811 1.185 -0.712
H -5.535 -0.891 -1.950
H -3.799 -0.638 -2.387
H -4.413 -2.208 -1.846


What did the first record say?
83
Properties=species:S:1:pos:R:3 method="wB97M-V/def2-TZVPD" s2=0.755 spin_multiplicity=2 total_energy_ha=-3015.96131 e_above_lowest_kcal_mol=0.0
Re 0.481 0.134 -0.366
N 4.144 2.736 -0.026
C 3.078 1.901 0.143
S 2.677 0.850 -1.168
N 2.411 1.991 1.249
N 1.384 1.044 1.338
C 1.138 0.703 2.558
C 0.142 -0.246 2.995
C 0.137 -0.676 4.331
C -0.803 -1.576 4.777
C -1.779 -2.047 3.892
C -1.812 -1.621 2.583
C -0.841 -0.730 2.129
O -0.894 -0.268 0.877
H 4.767 2.543 -0.790
H 4.552 3.121 0.809
H 1.755 1.180 3.313
H 0.898 -0.295 5.002
H -0.790 -1.915 5.804
H -2.520 -2.758 4.236
H -2.545 -1.991 1.880
C 3.958 -6.317 3.994
C 3.230 -5.470 2.986
C 3.617 -5.474 1.648
C 2.937 -4.724 0.702
C 1.851 -3.964 1.106
C 1.446 -3.937 2.433
C 2.141 -4.691 3.364
S 0.936 -2.982 -0.030
O 1.442 -1.580 0.366
O -0.480 -3.066 0.292
N 1.374 -3.429 -1.416
C 0.570 -2.979 -2.542
C 0.952 -1.546 -2.882
O 1.712 -1.198 -3.738
O 0.323 -0.612 -2.103
H 5.031 -6.326 3.800
H 3.610 -7.351 3.955
H 3.797 -5.952 5.008
H 4.466 -6.075 1.342
H 3.223 -4.721 -0.340
H 0.589 -3.341 2.724
H 1.829 -4.678 4.402
H -0.506 -3.040 -2.342
H 0.816 -3.601 -3.400
C -0.982 4.137 0.556
C -1.894 3.050 -0.020
C -2.387 2.203 1.160
C -3.138 3.675 -0.665
P -0.941 2.003 -1.270
C -2.293 1.143 -2.179
C -2.835 0.003 -1.581
C -3.865 -0.706 -2.183
C -4.380 -0.291 -3.401
C -3.847 0.834 -4.013
C -2.821 1.542 -3.406
C -0.061 3.168 -2.465
C -0.864 4.349 -3.037
C 0.448 2.298 -3.628
C 1.151 3.799 -1.736
H -1.511 4.624 1.379
H -0.729 4.906 -0.171
H -0.054 3.721 0.956
H -3.044 2.835 1.764
H -1.569 1.871 1.797
H -2.960 1.334 0.842
H -3.601 4.346 0.063
H -3.868 2.909 -0.927
H -2.923 4.253 -1.560
H -2.445 -0.359 -0.640
H -4.254 -1.591 -1.697
H -5.181 -0.844 -3.874
H -4.226 1.164 -4.972
H -2.424 2.396 -3.928
H -1.760 4.084 -3.592
H -0.201 4.878 -3.726
H -1.148 5.059 -2.261
H -0.353 1.798 -4.169
H 1.143 1.533 -3.293
H 0.976 2.948 -4.330
H 0.964 4.847 -1.507
H 2.031 3.749 -2.378
H 1.399 3.305 -0.802